No. 1
The following is a DFT calculation (ωB97M-V/def2-TZVPD) of a 2-piece molecular cluster, C3H8NO overall in a non-equilibrium geometry.

```
13
Properties=species:S:1:pos:R:3:forces:R:3
C -1.3915 -0.5377 -0.2259 0.13 -0.52 -0.58
C -2.1712 -0.7659 0.8101 -0.70 0.05 -0.08
C 0.4704 0.8155 -1.0722 0.33 -0.69 -0.10
N -0.3991 0.4635 -0.2039 0.68 1.10 0.31
H -1.4546 -1.1153 -1.1493 0.04 0.36 0.19
H -2.1558 -0.2658 1.7704 0.22 0.15 -0.12
H -2.9904 -1.4492 0.6403 0.12 -0.30 0.25
H 1.1347 1.6305 -0.8262 -0.12 0.09 -0.12
H 0.6353 0.2638 -1.9933 -0.34 0.06 0.05
H -0.3522 1.0493 0.6291 -0.46 -0.28 0.13
H 3.3558 -0.5924 0.3723 -0.20 -0.09 -0.90
H 2.6543 0.4377 1.0728 -0.39 0.46 -0.26
O 2.6643 0.0661 0.1757 0.67 -0.39 1.24
```
Forces are in eV/Å.

Calculated values
net charge = +1

---

No. 2
The following is a DFT calculation (ωB97M-V/def2-TZVPD) of a 2-piece molecular cluster, C3H8NO overall in a non-equilibrium geometry.

```
13
Properties=species:S:1:pos:R:3:forces:R:3
C -1.7746 0.3869 -1.0262 0.04 -0.36 0.25
N -1.5948 0.5025 0.2233 -0.90 -0.81 0.90
H -1.3519 -0.5020 -1.4823 0.25 0.34 -0.32
H -2.3795 1.0916 -1.5818 0.01 0.05 0.04
H -2.1362 1.0910 0.8504 0.19 0.77 -0.49
H -1.0823 -0.2140 0.7547 0.46 0.16 -0.45
C 1.0712 -0.5624 1.2478 1.21 -0.05 -0.44
C 1.5442 -0.5500 -0.0081 -1.24 -0.43 -0.22
O 1.3026 0.5215 -0.8505 1.48 0.12 0.91
H 0.9503 -1.5148 1.7441 0.58 0.06 0.31
H 1.2672 0.3512 1.8039 -1.27 0.18 0.12
H 2.0117 -1.4052 -0.4911 -0.39 -0.16 -0.15
H 2.1721 0.8036 -1.1841 -0.41 0.12 -0.45
```
Forces are in eV/Å.

Calculated values
net charge = +1

---

No. 3
The following is a DFT calculation (ωB97M-V/def2-TZVPD) of a 2-piece molecular cluster, C3H8NO overall in a non-equilibrium geometry.

```
13
Properties=species:S:1:pos:R:3:forces:R:3
C -2.3401 -0.1662 0.5927 0.42 -0.62 -0.36
N -1.3297 -0.9704 0.3376 -0.48 0.92 0.00
H -2.6358 0.4963 -0.2260 0.77 1.49 0.96
H -2.8570 -0.2120 1.5524 -1.09 -0.87 -0.63
H -0.4024 -0.5358 0.1421 -0.52 -0.73 -1.72
H -1.4762 -1.9557 0.1230 0.60 -0.43 1.79
C 1.1882 1.3428 -0.7314 -0.18 -0.92 0.11
C 1.7633 0.3957 -0.0101 0.43 0.49 -0.70
O 1.3001 -0.9201 0.0088 0.54 0.77 0.21
H 0.2906 1.0900 -1.2858 0.10 0.37 -0.30
H 1.7172 2.2693 -0.8559 -0.39 0.42 0.17
H 2.6925 0.6210 0.4949 0.08 -0.44 0.28
H 2.0893 -1.4548 -0.1423 -0.27 -0.44 0.16
```
Forces are in eV/Å.

Calculated values
net charge = +1

---

Asked for HOMO across the records above, the calculation gives -15.06 -13.52 -13.60 eV in order.
Asked for relative energy (zero: lowest compared OMol25 entry of this formula, charge and spin) across the records above, the calculation gives 23.1 43.9 84.7 kcal per mole in order.
Asked for lowest unoccupied orbital energy across the records above, the calculation gives -0.1873 -0.1944 -0.2655 Ha in order.